45
Properties=species:S:1:pos:R:3:forces:R:3 method="wB97M-V/def2-TZVPD" energy_ev=-155557.1187 homo_energy_ha=-0.31208 e_above_lowest_kj_mol=166.80
Co -0.9787 -0.0512 -0.6332 -0.047 -0.210 -0.048
O -0.4155 2.2737 2.8161 -0.059 0.021 0.000
S -0.5409 2.1800 1.3910 0.080 0.020 -0.016
O -1.7857 2.5188 0.7517 -0.003 0.005 0.043
N -0.1746 0.6678 0.9119 -0.028 0.034 0.038
C 0.3543 -0.2935 1.7730 0.056 -0.004 -0.022
C 1.1843 -0.1319 2.8577 -0.021 0.007 0.028
C 1.6006 -1.2561 3.5999 0.000 -0.011 0.003
C 1.2078 -2.5267 3.2798 0.009 0.000 -0.003
C 0.3664 -2.7289 2.1633 0.000 -0.011 0.017
C -0.1222 -3.9870 1.7426 0.013 -0.002 0.007
C -0.9436 -4.0693 0.6551 -0.010 0.017 -0.019
C -1.2694 -2.9015 -0.0543 0.000 -0.018 0.004
N -0.8288 -1.7142 0.3087 0.042 -0.008 0.063
C -0.0328 -1.6080 1.4207 -0.026 0.025 -0.038
C 0.7062 3.1999 0.6576 0.023 -0.028 0.015
C 0.3491 4.4502 0.1782 0.006 0.027 0.025
C 1.3260 5.2616 -0.3799 -0.020 0.000 0.009
C 2.6382 4.8178 -0.4589 0.011 -0.004 -0.002
C 2.9832 3.5613 0.0223 0.008 0.003 0.000
C 2.0152 2.7464 0.5871 -0.006 -0.002 -0.031
H 1.4835 0.8568 3.1714 0.006 -0.004 -0.002
H 2.2454 -1.0957 4.4538 -0.002 0.000 -0.001
H 1.5280 -3.3772 3.8666 -0.003 -0.002 0.000
H 0.1599 -4.8761 2.2930 -0.003 0.001 0.003
H -1.3443 -5.0094 0.3049 0.000 -0.001 0.002
H -1.8916 -2.9641 -0.9331 0.002 0.003 -0.007
H -0.6832 4.7695 0.2318 0.005 0.006 -0.003
H 1.0592 6.2389 -0.7596 0.001 0.000 -0.002
H 3.3958 5.4506 -0.9020 -0.001 0.000 -0.002
H 4.0054 3.2137 -0.0484 -0.002 0.000 0.001
H 2.2722 1.7577 0.9467 0.005 0.004 0.002
Br -0.7966 1.8988 -2.1236 -0.125 0.385 -0.058
N -2.0451 -0.8133 -1.9975 -0.136 -0.006 0.117
C -2.7519 -1.3875 -2.7193 0.124 -0.075 -0.167
C -3.5212 -2.2150 -3.4983 -0.034 0.038 0.090
C -4.2371 -1.7413 -4.6242 -0.015 0.003 -0.009
N -4.8149 -1.3448 -5.5382 0.006 -0.002 0.001
C -3.5417 -3.5620 -3.0538 0.018 -0.029 -0.015
N -3.4766 -4.6234 -2.6051 -0.010 0.011 0.004
N 1.7234 -0.8298 -1.3065 0.037 -0.136 0.021
C 0.6226 -0.3156 -1.5719 0.024 0.136 0.114
H 1.7564 -1.2884 -0.3934 -0.001 0.018 -0.038
O 0.7626 0.3665 -3.9475 0.104 0.140 -0.074
C 0.4506 0.4820 -2.8361 -0.026 -0.351 -0.051